[1]
{
  "formula": "C11H21BF2IrN3",
  "method": "ωB97M-V/def2-TZVPD",
  "e_lumo_ev": -8.4,
  "charge": 2,
  "gap_ev": 7.66,
  "e_homo_ev": -16.03,
  "total_energy_ev": -25154.368,
  "species": ["H", "N", "H", "H", "C", "C", "C", "C", "H", "C", "H", "H", "H", "H", "C", "H", "B", "H", "H", "H", "H", "N", "C", "C", "H", "C", "C", "H", "H", "F", "H", "C", "H", "Ir", "H", "N", "H", "H", "F"],
  "positions_angstrom": [[-1.9945, 1.3510, 1.9058], [-0.0695, 1.6334, 1.0726], [2.3531, -1.9122, 0.5663], [-1.5509, 2.6773, -0.0087], [-1.3098, -0.0554, -4.3395], [2.6216, -0.1673, -1.3465], [-0.6321, -0.1512, -3.1435], [-2.4973, 0.5866, -1.9659], [-0.6620, 0.6826, 2.8699], [-2.6280, 0.3758, -4.3338], [2.0174, -0.8138, 1.9144], [-3.1847, 0.4475, -5.2593], [0.3856, -0.5112, -3.1118], [1.5091, 2.7853, 1.9298], [1.3331, 1.7785, 1.5415], [-4.2610, 1.0202, -3.0773], [-0.6398, -1.6548, 0.9317], [3.3090, 1.5846, 0.7879], [2.1653, 2.1527, -0.4142], [2.2953, 0.5850, -2.0633], [3.7096, -0.1222, -1.2631], [-1.2032, 0.1825, -1.9660], [-0.9742, 1.5147, 2.2467], [-3.2303, 0.6975, -3.1243], [0.0611, 2.7443, -0.7463], [2.2804, 1.4761, 0.4333], [-0.4865, 2.7557, 0.1962], [3.5952, -0.7708, 1.1096], [-0.2909, 3.7016, 0.7047], [-0.3868, -2.8307, 0.4190], [2.3415, -1.1628, -1.6876], [2.5217, -0.9117, 0.9583], [-0.8103, -0.3276, -5.2585], [-0.1254, -0.0363, -0.1329], [1.4733, 1.0886, 2.3705], [2.0127, 0.0942, -0.0265], [-0.9387, 2.4373, 2.8291], [-2.9417, 0.8122, -1.0066], [-1.1763, -1.4816, 2.1167]],
  "forces_ev_per_angstrom": [[0.0046, -0.0146, -0.0349], [0.0399, -1.0977, 0.3937], [-0.0497, 0.0169, -0.0260], [-0.0028, -0.0395, 0.0154], [-0.0012, 0.0227, -0.0395], [-0.0663, 0.0193, -0.0867], [-0.0741, 0.0396, 0.1499], [0.1222, -0.0747, -0.2257], [0.0195, 0.0311, -0.0518], [-0.0171, -0.0185, -0.0307], [-0.0038, 0.0123, -0.0192], [0.0114, 0.0050, 0.0118], [0.0384, 0.0050, 0.0019], [-0.1484, 0.0216, -0.0093], [0.1012, 0.6243, 0.5158], [0.0144, 0.0091, -0.0018], [0.3664, 0.8549, 0.1818], [0.0405, -0.1280, -0.0902], [-0.0520, 0.0006, 0.0031], [-0.0195, 0.0066, 0.0083], [0.0029, 0.0077, 0.0375], [-1.3737, -0.5742, 0.0715], [-0.1487, 0.1667, 0.0566], [-0.0376, 0.0546, -0.0357], [0.0260, -0.0137, 0.0201], [0.4139, 0.0567, -0.1048], [-0.0191, 0.1837, 0.0250], [0.0014, -0.0078, -0.0695], [-0.0032, -0.0124, 0.0145], [0.0357, -0.2649, -0.0911], [-0.0050, -0.0214, 0.0289], [0.4145, -0.0174, -0.0531], [-0.0008, 0.0029, 0.0116], [1.3573, 1.2453, -1.9477], [-0.0316, 0.0225, 0.0199], [-0.7589, -0.8530, 1.2327], [0.0193, 0.0544, -0.0615], [0.0007, -0.0150, 0.0096], [-0.2168, -0.3107, 0.1696]]
}



[2]
{
  "formula": "C11H21BiCl2NO",
  "method": "ωB97M-V/def2-TZVPD",
  "e_lumo_ev": [2.8, 2.8],
  "charge": -1,
  "gap_ev": [5.27, 5.27],
  "e_homo_ev": [-2.48, -2.48],
  "total_energy_ev": -46170.398,
  "e_above_lowest_kj_mol": 40.4,
  "species": ["C", "H", "N", "H", "H", "C", "C", "O", "H", "C", "Cl", "H", "C", "H", "H", "H", "H", "H", "H", "H", "Cl", "H", "Bi", "H", "H", "H", "C", "C", "H", "C", "H", "C", "C", "H", "C", "H", "H"],
  "positions_angstrom": [[-0.7735, 1.6501, -2.3533], [-1.3463, -0.6568, 6.1008], [-0.7347, -0.5725, 4.1278], [-2.8892, -0.1178, -4.3597], [0.4256, -0.6241, 5.8916], [0.0994, -0.2282, 3.0939], [-0.5271, -0.2228, 5.5198], [-0.2602, -0.4608, 1.9377], [1.2549, 2.0709, -2.7447], [-0.7936, 0.1334, -4.7836], [0.8498, -1.8601, -1.1099], [1.3224, 0.6611, -4.7841], [-1.9849, -1.1755, 3.7570], [-2.8724, 1.5456, -2.7920], [1.8062, 0.1020, 4.4041], [0.8313, -0.5894, -3.6362], [4.7693, -0.8322, -0.1875], [-2.3061, 0.2921, -1.7233], [-1.8055, -2.0914, 3.1821], [1.2753, 1.5135, 3.4465], [2.7268, 1.5139, 0.2508], [-0.5206, 0.8667, 5.6800], [2.5094, -0.0783, -1.6523], [-2.5737, -0.4986, 3.1247], [2.1250, 0.1958, 2.6495], [-2.5385, -1.4086, 4.6659], [-1.9431, -0.1228, -3.8078], [0.5363, 0.3995, -4.0583], [-0.8633, 2.3861, -1.5429], [4.0206, -1.2787, -0.8507], [-0.6887, -0.7393, -5.4392], [-2.0230, 0.8645, -2.6234], [1.4087, 0.4254, 3.4390], [-1.8512, -1.1326, -3.3880], [0.3734, 1.4372, -2.9552], [3.9770, -2.3587, -1.0512], [-1.0154, 0.9914, -5.4280]],
  "forces_ev_per_angstrom": [[-1.0021, 0.1843, 0.8384], [0.2757, 0.1379, -0.0123], [0.2080, 0.0977, 0.3560], [0.0451, 0.0223, 0.0561], [-0.2551, 0.0726, 0.0368], [-0.5709, -0.3428, -1.0744], [0.3230, 0.1372, -0.0661], [0.4864, 0.3614, 1.2324], [-0.8493, -0.2957, -0.0366], [0.1388, 0.2586, -0.0330], [-1.1414, -0.8907, -0.2452], [-0.2090, 0.1392, 0.2986], [-0.3714, -0.1898, -0.3580], [0.2860, 0.1039, 0.0822], [-0.0662, 0.0863, -0.0886], [-0.1486, 0.6532, -0.1720], [-0.1878, -0.3600, -0.2762], [0.2078, 0.2255, -0.1588], [-0.1373, 0.1597, 0.0620], [0.0375, -0.1412, 0.0496], [0.1177, 1.1965, 0.7661], [-0.0281, -0.2103, 0.0200], [2.2009, -1.2484, 0.7110], [0.0030, -0.1745, 0.0815], [-0.1177, 0.0623, 0.0140], [-0.0723, -0.0584, -0.1213], [0.0503, -0.2797, 0.2341], [-0.4574, -0.7955, 0.0190], [0.2084, -0.1753, -0.4072], [-0.0339, 0.2051, -0.4811], [0.0232, 0.1392, 0.0243], [-0.5237, -0.2431, -0.0915], [0.1937, 0.0140, -0.1090], [0.2001, 0.1264, -0.1551], [1.1211, 0.5125, -1.3596], [0.1647, 0.4997, 0.3164], [-0.1192, 0.0100, 0.0475]]
}



| no. | maximum force (eV/A) |
| --- | --- |
| 1 | 2.7 |
| 2 | 2.6 |